(1)
91
Properties=species:S:1:pos:R:3 method="wB97M-V/def2-TZVPD" charge=-1 e_homo_ha=-0.1237 orbital_gap_ev=5.79 e_lumo_ha=0.0891 e_above_lowest_kcal_mol=9.6
H 3.352 -1.712 1.679
H -3.190 0.876 -4.722
C -1.484 2.464 2.576
Ti 0.465 -0.993 0.470
C 2.374 2.402 -3.620
C -3.036 -2.757 -3.441
N 1.771 -0.600 2.488
C -2.366 -1.757 -2.745
H 2.004 4.315 2.220
H 4.227 -0.132 -2.655
H -2.903 1.183 -0.209
H 2.221 1.571 -4.291
H 0.118 -6.379 -1.371
H -4.937 1.768 1.024
C -0.660 -4.386 -1.493
C 3.203 -0.797 2.249
Cl -5.341 2.928 3.617
C -1.513 1.851 1.300
H 0.627 1.746 0.893
C 2.746 4.563 -1.964
P 2.112 0.474 -1.562
H 1.967 5.294 0.742
H -3.079 -5.436 1.316
H -2.998 -3.776 -3.077
C -3.012 -1.483 3.281
C -2.636 2.781 3.278
P 2.950 3.047 0.394
H 1.975 -0.369 -3.899
H -1.909 0.318 -2.658
H -0.483 1.327 -0.502
C -0.984 -1.841 4.510
C -1.489 -6.063 0.016
H 2.136 0.621 4.167
C -0.362 1.437 0.567
H 2.891 5.419 -1.315
C 1.573 0.650 3.223
C -1.576 -3.468 -0.995
H 3.740 -1.280 -1.369
O 1.862 -2.069 -0.171
C -2.372 -1.767 4.480
C -2.814 1.644 0.770
H 1.924 1.493 2.631
C -3.965 1.962 1.462
C 2.424 2.182 -2.238
H -3.144 -3.135 0.424
C -0.614 -5.677 -0.989
H 4.499 4.985 0.163
C -2.431 -0.448 -3.220
C -1.567 -2.045 -1.498
H 2.737 5.762 -3.742
H -4.266 -3.247 -5.130
H 1.595 -2.636 2.914
C -2.266 -1.284 2.123
H 4.832 3.987 1.593
C 2.500 3.669 -4.164
H 3.751 -0.855 3.201
H 0.373 0.038 -3.214
C 1.824 4.288 1.143
H -4.366 -0.920 -5.960
H 5.324 3.422 -0.006
C 1.250 -1.698 3.342
C 1.357 -0.379 -3.001
C 4.547 3.961 0.539
C -0.254 -1.649 3.344
C -2.451 -3.857 0.012
H -4.092 -1.393 3.254
C 2.644 3.289 -1.404
H 3.587 0.047 1.674
H 0.517 0.770 3.442
H -2.946 -1.909 5.388
H -2.788 -1.031 1.206
C 3.804 -0.229 -1.653
O 0.970 -2.750 0.736
C -3.879 2.524 2.729
C 2.667 4.763 -3.330
C -3.144 -0.147 -4.369
H 4.452 0.285 -0.941
H -0.531 2.715 3.026
C -3.806 -1.154 -5.063
C -0.874 -1.366 2.118
H -0.471 -2.038 5.448
N -0.889 -1.154 -0.933
H -1.448 -7.069 0.418
C -3.751 -2.458 -4.596
H 1.663 -1.597 4.357
H 0.040 -4.076 -2.261
H -2.565 3.239 4.257
H 0.795 3.966 0.980
H 2.455 3.801 -5.238
C -2.406 -5.149 0.518
H 1.217 -1.414 -2.687

(2)
105
Properties=species:S:1:pos:R:3 method="wB97M-V/def2-TZVPD" e_homo_ha=-0.3430 smiles=CC(C)O.CC(C)O.CC(C)O.CC(C)O.CC(C)O.CC(C)O.CC(C)O.CC(C)O.O.O.O orbital_gap_ev=9.42 e_lumo_ha=0.0032 e_above_lowest_kcal_mol=24.5
H 0.765 -1.783 -2.795
H -0.457 -0.757 -4.772
H -1.643 -1.640 0.735
H -2.713 0.555 1.579
H 5.578 -4.056 -1.395
H 0.296 0.591 -1.324
C 1.966 1.707 -4.309
H -0.254 -3.300 -3.033
H 2.398 4.275 0.078
H 2.409 5.379 2.279
O -4.575 0.788 1.930
H -2.536 3.232 -3.494
C 0.163 -2.393 -3.470
O 5.362 4.317 1.329
C 2.988 -3.379 -2.109
O -3.849 0.722 -3.893
H -0.767 3.494 1.665
H -1.150 -0.845 -2.359
H 3.137 -4.348 -2.585
C 3.405 4.949 2.383
H -0.855 -2.550 6.635
H 3.236 3.996 2.884
H -2.572 -1.796 -5.589
H 3.789 -3.778 -0.189
H -2.510 -2.401 -2.562
C -1.888 -2.996 2.939
H -2.496 2.830 -1.721
C 0.481 0.763 2.060
C 3.893 -3.020 -0.965
C 3.981 1.780 -2.774
H -5.374 0.582 1.444
H -0.980 2.533 0.216
H 3.353 -0.833 -0.964
H -3.079 0.172 -3.733
H 2.016 -3.414 -1.618
H 2.607 1.333 -5.108
H 5.303 3.658 2.025
H -3.373 0.589 -1.110
O -1.810 0.270 1.422
C 4.087 4.738 1.047
H -1.292 -3.042 -5.828
H -2.308 2.927 1.299
H -0.661 -1.763 5.081
C -1.266 2.611 1.265
H -1.550 -3.769 3.629
O -1.730 -1.022 -3.103
O -0.333 -0.080 -1.058
H 2.840 -1.680 0.474
H 2.574 0.066 -3.053
H -0.320 -0.858 6.486
O -2.813 -3.036 -1.914
C -1.088 -3.298 1.616
H 3.981 5.590 3.051
H 4.708 1.440 -3.512
C -1.008 -1.611 6.103
H -2.493 -0.360 7.837
H -2.210 0.890 5.780
C -2.487 -1.241 6.134
C 3.602 -1.664 -0.304
H -4.881 1.340 -0.783
C 3.342 3.744 0.199
O -1.570 -2.578 0.544
H 3.109 2.791 0.674
C 2.527 1.154 -3.020
H 0.878 -2.738 -4.217
H -2.391 -2.766 -1.098
H 3.944 2.868 -2.822
H -3.015 -2.071 5.664
H 0.818 -3.812 2.347
H -3.836 0.465 5.516
H 0.915 1.422 -4.348
C -0.898 -1.551 -4.170
H -4.825 1.507 2.510
H -4.948 -0.066 -1.811
H 2.907 -2.606 -2.873
H 2.046 2.791 -4.233
C -4.340 0.805 -1.564
H 3.840 3.544 -0.749
H 4.267 5.690 0.547
H -2.362 -3.073 -4.450
H -4.747 2.377 -3.019
H 0.727 0.305 1.101
C -2.827 0.064 5.424
O 1.688 1.511 -1.963
C -2.638 2.456 -2.735
H -2.547 -0.024 4.375
H -1.219 1.476 3.068
O 5.327 -3.162 -1.151
C -3.941 1.664 -2.848
H 0.596 -0.044 2.784
H 1.681 2.470 -1.925
H 4.478 -1.302 0.233
C -0.992 1.294 2.017
H -2.962 -3.130 2.809
H 0.636 -2.003 2.085
H 4.289 1.547 -1.755
H -1.785 1.790 -2.862
H 0.858 -3.047 0.778
H -0.689 0.240 -0.229
C -1.806 -2.405 -5.108
H -1.704 -1.996 3.332
O -2.884 -1.180 7.527
C 0.377 -3.010 1.755
H -1.131 -4.373 1.439
H 1.209 1.552 2.249

Copy entry 1 word for word.
91
Properties=species:S:1:pos:R:3 method="wB97M-V/def2-TZVPD" charge=-1 e_homo_ha=-0.1237 orbital_gap_ev=5.79 e_lumo_ha=0.0891 e_above_lowest_kcal_mol=9.6
H 3.352 -1.712 1.679
H -3.190 0.876 -4.722
C -1.484 2.464 2.576
Ti 0.465 -0.993 0.470
C 2.374 2.402 -3.620
C -3.036 -2.757 -3.441
N 1.771 -0.600 2.488
C -2.366 -1.757 -2.745
H 2.004 4.315 2.220
H 4.227 -0.132 -2.655
H -2.903 1.183 -0.209
H 2.221 1.571 -4.291
H 0.118 -6.379 -1.371
H -4.937 1.768 1.024
C -0.660 -4.386 -1.493
C 3.203 -0.797 2.249
Cl -5.341 2.928 3.617
C -1.513 1.851 1.300
H 0.627 1.746 0.893
C 2.746 4.563 -1.964
P 2.112 0.474 -1.562
H 1.967 5.294 0.742
H -3.079 -5.436 1.316
H -2.998 -3.776 -3.077
C -3.012 -1.483 3.281
C -2.636 2.781 3.278
P 2.950 3.047 0.394
H 1.975 -0.369 -3.899
H -1.909 0.318 -2.658
H -0.483 1.327 -0.502
C -0.984 -1.841 4.510
C -1.489 -6.063 0.016
H 2.136 0.621 4.167
C -0.362 1.437 0.567
H 2.891 5.419 -1.315
C 1.573 0.650 3.223
C -1.576 -3.468 -0.995
H 3.740 -1.280 -1.369
O 1.862 -2.069 -0.171
C -2.372 -1.767 4.480
C -2.814 1.644 0.770
H 1.924 1.493 2.631
C -3.965 1.962 1.462
C 2.424 2.182 -2.238
H -3.144 -3.135 0.424
C -0.614 -5.677 -0.989
H 4.499 4.985 0.163
C -2.431 -0.448 -3.220
C -1.567 -2.045 -1.498
H 2.737 5.762 -3.742
H -4.266 -3.247 -5.130
H 1.595 -2.636 2.914
C -2.266 -1.284 2.123
H 4.832 3.987 1.593
C 2.500 3.669 -4.164
H 3.751 -0.855 3.201
H 0.373 0.038 -3.214
C 1.824 4.288 1.143
H -4.366 -0.920 -5.960
H 5.324 3.422 -0.006
C 1.250 -1.698 3.342
C 1.357 -0.379 -3.001
C 4.547 3.961 0.539
C -0.254 -1.649 3.344
C -2.451 -3.857 0.012
H -4.092 -1.393 3.254
C 2.644 3.289 -1.404
H 3.587 0.047 1.674
H 0.517 0.770 3.442
H -2.946 -1.909 5.388
H -2.788 -1.031 1.206
C 3.804 -0.229 -1.653
O 0.970 -2.750 0.736
C -3.879 2.524 2.729
C 2.667 4.763 -3.330
C -3.144 -0.147 -4.369
H 4.452 0.285 -0.941
H -0.531 2.715 3.026
C -3.806 -1.154 -5.063
C -0.874 -1.366 2.118
H -0.471 -2.038 5.448
N -0.889 -1.154 -0.933
H -1.448 -7.069 0.418
C -3.751 -2.458 -4.596
H 1.663 -1.597 4.357
H 0.040 -4.076 -2.261
H -2.565 3.239 4.257
H 0.795 3.966 0.980
H 2.455 3.801 -5.238
C -2.406 -5.149 0.518
H 1.217 -1.414 -2.687